(1)
{
  "formula": "C22H28FMnN12O4S",
  "method": "ωB97M-V/def2-TZVPD",
  "species": ["Mn", "C", "N", "C", "C", "N", "N", "C", "N", "N", "H", "H", "H", "H", "H", "H", "H", "H", "H", "H", "H", "C", "N", "C", "C", "N", "C", "S", "C", "C", "C", "C", "C", "N", "H", "H", "H", "H", "H", "H", "H", "H", "H", "F", "C", "C", "N", "C", "C", "O", "O", "C", "O", "N", "C", "O", "H", "H", "H", "H", "N", "C", "C", "C", "N", "H", "H", "H", "H"],
  "coordinates": [[0.718736, -0.880646, -0.524764], [-3.824024, -0.753390, -3.486332], [-2.750939, -0.145197, -2.725106], [-2.714332, 1.302599, -2.629846], [-1.803655, -0.870084, -2.134047], [-0.654563, -0.350871, -1.756943], [-2.024111, -2.231296, -2.017738], [-1.246337, -3.107598, -1.307705], [-1.713501, -4.357615, -1.218825], [-0.086562, -2.762338, -0.811977], [-4.232477, -0.008067, -4.165839], [-4.639351, -1.101066, -2.846168], [-3.448042, -1.572346, -4.101680], [-3.702005, 1.695792, -2.859254], [-2.008082, 1.733348, -3.344347], [-2.444705, 1.603119, -1.613913], [-0.618773, 0.646595, -1.981395], [-2.980870, -2.528739, -2.187023], [-2.579936, -4.649472, -1.645913], [-1.220234, -5.071273, -0.703534], [0.330722, -3.561893, -0.336113], [2.953738, 3.976005, -0.300304], [3.259586, 2.856105, 0.547892], [4.277456, 2.780345, 1.451847], [4.232957, 1.556130, 2.028432], [3.166262, 0.866143, 1.476722], [2.595132, 1.685616, 0.545901], [1.291630, 1.388208, -0.489419], [2.810139, -0.439823, 1.866971], [3.078786, -0.817844, 3.184924], [2.912109, -2.137890, 3.562016], [2.558318, -3.057071, 2.582814], [2.262635, -2.590272, 1.318254], [2.297455, -1.295081, 0.964248], [3.561829, 4.829250, -0.007197], [1.899017, 4.240444, -0.218144], [3.160160, 3.722657, -1.342148], [4.956879, 3.591683, 1.624607], [4.904203, 1.120106, 2.738010], [3.410176, -0.087135, 3.906363], [3.085077, -2.445014, 4.582372], [2.508505, -4.109967, 2.805167], [2.033304, -3.293934, 0.528025], [-5.344552, 2.984625, 4.474775], [-4.474094, 2.758281, 3.517611], [-3.769674, 1.593550, 3.486039], [-2.845593, 1.345007, 2.526806], [-2.012913, 0.167966, 2.588644], [-1.661682, -0.411356, 1.183960], [-2.530436, -0.751149, 0.404456], [-0.405057, -0.576001, 1.016190], [-2.617619, 2.243921, 1.478902], [-1.825747, 1.982658, 0.596116], [-3.344285, 3.389326, 1.532157], [-4.298226, 3.798755, 2.488707], [-4.848538, 4.851834, 2.409076], [-3.922140, 0.840620, 4.246247], [-2.528211, -0.613764, 3.150348], [-1.067022, 0.411618, 3.079512], [-3.193313, 4.062918, 0.783573], [1.946148, -2.067744, -3.126828], [3.028109, -2.053397, -3.917215], [3.935994, -1.180124, -3.350862], [3.309932, -0.707853, -2.202413], [2.094735, -1.250606, -2.063750], [1.107044, -2.616738, -3.264091], [3.101064, -2.652625, -4.803429], [4.909171, -0.915433, -3.709478], [3.684591, -0.002510, -1.483942]],
  "forces_ev_per_a": [[-0.9, -0.4, 0.6], [-0.5, -0.3, -0.3], [0.8, -0.6, 0.5], [0.2, 0.6, 0.1], [-0.9, -0.3, -0.2], [0.7, 1.0, 0.0], [-0.3, 0.1, -0.1], [-0.2, -0.2, -0.2], [-0.1, 0.1, 0.0], [0.5, 0.2, 0.3], [0.0, -0.1, 0.1], [0.0, 0.0, 0.0], [0.0, 0.0, 0.0], [0.0, -0.1, 0.1], [0.0, 0.0, -0.1], [-0.1, 0.0, 0.0], [0.0, -0.3, 0.1], [0.3, 0.1, 0.1], [0.0, 0.1, 0.0], [0.0, 0.1, 0.0], [0.0, 0.4, -0.1], [-0.3, 0.7, -0.7], [-0.5, -1.3, 0.1], [0.4, -0.6, 0.8], [0.4, 0.7, 0.0], [-0.3, 0.9, -0.7], [0.4, -0.3, 0.4], [-0.8, 0.0, -0.5], [-0.3, -0.5, 0.5], [0.0, 0.1, -0.4], [-0.1, 0.0, -0.4], [0.1, 0.1, 0.0], [0.0, -0.4, 0.2], [-0.1, 0.4, -0.3], [0.0, -0.1, 0.0], [0.1, 0.0, 0.1], [0.1, 0.0, 0.1], [0.1, 0.1, 0.0], [0.1, -0.1, 0.2], [0.0, 0.1, 0.0], [0.0, 0.0, 0.1], [0.0, -0.1, -0.1], [-0.1, 0.1, 0.1], [-0.3, 0.1, 0.2], [0.8, -1.1, -0.3], [-1.6, 1.6, 1.0], [0.8, 0.2, -1.9], [0.8, -0.2, -0.3], [-2.8, 0.2, 0.1], [0.2, -0.1, 0.2], [3.2, -0.4, -0.7], [-0.8, -0.4, 1.3], [0.9, 0.0, -0.8], [0.1, 0.3, -0.5], [0.1, -0.7, 0.5], [-0.1, 0.3, 0.0], [0.0, 0.0, 0.0], [0.0, 0.1, -0.1], [-0.1, -0.1, 0.1], [0.0, -0.2, 0.2], [-0.3, -0.3, -0.1], [0.1, 0.3, 0.3], [-0.2, 0.0, 0.2], [0.1, -0.1, -0.2], [-0.1, 0.1, 0.5], [0.2, 0.2, 0.2], [-0.1, -0.1, -0.2], [0.2, 0.0, -0.1], [0.0, 0.0, 0.1]],
  "multiplicity": 4,
  "charge": 3,
  "gap_ha": [0.1364, 0.1860],
  "homo_energy_ev": [-15.1, -15.1],
  "e_tot_ha": -3461.43339,
  "s2": 4.006,
  "e_above_lowest_kj_mol": 109.3
}

---

(2)
{
  "formula": "C22H28FN3O5S",
  "method": "ωB97M-V/def2-TZVPD",
  "species": ["C", "C", "C", "C", "N", "C", "O", "C", "C", "C", "N", "S", "O", "O", "C", "C", "C", "C", "F", "C", "C", "C", "C", "C", "O", "N", "C", "C", "C", "C", "C", "O", "H", "H", "H", "H", "H", "H", "H", "H", "H", "H", "H", "H", "H", "H", "H", "H", "H", "H", "H", "H", "H", "H", "H", "H", "H", "H", "H", "H"],
  "coordinates": [[1.725316, -2.760214, -0.609577], [2.134663, -2.188352, -1.966058], [3.571936, -1.672814, -1.918763], [1.190883, -1.069206, -2.440702], [1.141847, 0.024718, -1.497603], [0.476468, 1.151103, -1.815353], [0.085922, 1.396280, -2.941955], [0.272538, 2.100736, -0.635354], [1.633655, 2.495965, -0.039795], [1.487294, 3.114473, 1.348162], [0.729366, 2.241439, 2.227023], [1.563555, 0.836393, 2.618466], [1.548792, -0.161508, 1.574115], [2.849352, 1.244067, 3.095461], [0.579727, 0.235421, 3.986852], [-0.160395, -0.924724, 3.854949], [-0.921523, -1.371781, 4.921697], [-0.912729, -0.633713, 6.093920], [-1.650312, -1.059830, 7.133117], [-0.170423, 0.528839, 6.235799], [0.585248, 0.964182, 5.161932], [-0.623881, 2.043003, 1.748816], [-0.670302, 1.403388, 0.362804], [-0.242878, -1.584440, -2.642660], [-1.004079, -1.761802, -1.714122], [-0.566067, -1.852439, -3.926055], [-1.925526, -2.157885, -4.313953], [-2.547207, -1.015302, -5.052154], [-2.322151, 0.327449, -4.981971], [-3.200432, 0.917933, -5.926055], [-3.887292, -0.106557, -6.495085], [-3.496251, -1.286384, -5.976416], [1.908185, -2.048744, 0.192859], [2.304133, -3.657108, -0.401079], [0.670217, -3.019942, -0.606902], [2.070049, -2.987170, -2.715023], [3.662094, -0.873020, -1.188144], [3.881545, -1.292044, -2.889684], [4.246820, -2.475523, -1.632168], [1.557474, -0.663750, -3.392356], [1.306372, -0.202811, -0.525697], [-0.218583, 3.003375, -1.013537], [2.276341, 1.620980, 0.056449], [2.124898, 3.202267, -0.711368], [0.966635, 4.075380, 1.305086], [2.465686, 3.256255, 1.809093], [-0.128060, -1.465155, 2.922016], [-1.511643, -2.271853, 4.857087], [-0.191710, 1.067047, 7.169885], [1.187854, 1.855780, 5.218528], [-1.104076, 3.026679, 1.739053], [-1.144547, 1.413516, 2.474440], [-0.403138, 0.352280, 0.461422], [-1.689618, 1.444591, -0.024870], [0.043824, -1.525792, -4.659321], [-1.947796, -3.053683, -4.944148], [-2.470383, -2.365591, -3.385914], [-1.622811, 0.830923, -4.344989], [-3.299498, 1.961211, -6.144369], [-4.649017, -0.133878, -7.248607]],
  "forces_ev_per_a": [[-0.1, -0.1, -0.2], [0.0, 0.1, 0.1], [-0.2, -0.1, -0.1], [-0.2, 0.1, -0.1], [0.4, -0.6, 0.0], [0.0, 0.7, 0.5], [-0.2, 0.0, -0.3], [0.0, -0.2, -0.1], [-0.1, 0.2, 0.1], [0.6, 0.1, -0.3], [0.5, -0.7, 0.6], [-0.3, 0.2, 0.6], [-0.3, -0.1, 0.1], [0.1, 0.2, 0.1], [0.3, 0.2, -0.6], [0.0, 0.0, -0.1], [0.0, 0.1, 0.2], [0.1, 0.0, -0.2], [0.1, 0.0, -0.1], [0.0, -0.1, 0.0], [0.0, 0.0, 0.1], [-0.6, -0.4, -0.2], [-0.1, 0.1, 0.1], [0.4, 0.0, -0.2], [-0.2, 0.1, 0.3], [-0.1, -0.1, -0.4], [-0.3, -0.2, 0.0], [0.5, 0.6, 0.3], [0.0, -0.6, 0.1], [-0.4, -0.3, -0.3], [0.0, 0.8, -0.1], [0.0, -0.5, 0.1], [0.0, 0.0, 0.1], [0.1, -0.1, 0.1], [-0.1, -0.1, 0.1], [0.0, 0.1, 0.0], [0.1, 0.1, 0.1], [0.1, 0.1, -0.1], [0.1, -0.1, 0.0], [0.0, -0.1, 0.1], [-0.1, 0.1, 0.0], [0.1, -0.1, -0.1], [0.1, 0.1, -0.1], [0.1, 0.0, 0.0], [0.0, -0.1, 0.1], [0.0, 0.2, -0.1], [0.0, -0.1, -0.1], [-0.1, -0.1, 0.0], [0.0, 0.0, 0.1], [0.0, 0.2, 0.1], [0.0, -0.1, 0.1], [-0.2, 0.1, -0.1], [-0.2, 0.1, -0.1], [0.0, 0.0, 0.0], [0.0, 0.1, 0.1], [-0.1, 0.1, 0.1], [0.1, -0.1, -0.2], [0.2, 0.0, 0.2], [-0.1, 0.2, -0.1], [-0.1, -0.1, -0.1]],
  "smiles": "CC(C)[C@H](NC(=O)C1CCN(S(=O)(=O)c2ccc(F)cc2)CC1)C(=O)NCc1ccco1",
  "multiplicity": 1,
  "gap_ha": 0.3217,
  "homo_energy_ev": -8.3,
  "e_tot_ha": -1893.67903,
  "e_above_lowest_kj_mol": 24.1
}

---

(3)
{
  "formula": "C22H28KN2O4P",
  "method": "ωB97M-V/def2-TZVPD",
  "species": ["K", "C", "O", "C", "C", "O", "C", "H", "H", "H", "H", "H", "H", "H", "H", "H", "H", "C", "N", "C", "C", "C", "O", "N", "C", "O", "H", "H", "H", "H", "H", "C", "P", "C", "C", "C", "C", "C", "C", "C", "C", "C", "C", "C", "C", "H", "H", "H", "H", "H", "H", "H", "H", "H", "H", "H", "H", "H"],
  "coordinates": [[0.288384, 1.998950, 0.980144], [-1.668444, 3.003706, 3.618194], [-0.857555, 1.892983, 3.281183], [0.226920, 1.718159, 4.174895], [1.027857, 0.494632, 3.770764], [1.699639, 0.636922, 2.534169], [2.965402, 1.272922, 2.624219], [-2.177686, 2.841633, 4.573172], [-2.414625, 3.113123, 2.833648], [-1.074707, 3.921849, 3.683069], [-0.145581, 1.572867, 5.197097], [0.858557, 2.617474, 4.177122], [0.351649, -0.355316, 3.660409], [1.741905, 0.262541, 4.569322], [3.655771, 0.666404, 3.217613], [2.892696, 2.272141, 3.065064], [3.346613, 1.371490, 1.610029], [2.582027, 0.305980, -4.238836], [2.385032, 1.263320, -3.166402], [3.218637, 2.325738, -2.989926], [3.058970, 3.185654, -1.971502], [1.960033, 2.961190, -1.043674], [1.796610, 3.697686, -0.043638], [1.116091, 1.922007, -1.273014], [1.321224, 1.038989, -2.273079], [0.610886, 0.050772, -2.472112], [3.309204, 0.708920, -4.941600], [1.638909, 0.123589, -4.748657], [2.941902, -0.647625, -3.849976], [4.009860, 2.427710, -3.722108], [3.715083, 4.030392, -1.830848], [-2.564291, -0.812669, 1.473944], [-1.269749, -0.582621, 0.171730], [-0.453506, -2.217980, 0.219754], [0.155099, -2.729438, -0.926623], [0.837812, -3.935066, -0.878165], [0.936499, -4.642279, 0.312553], [0.346550, -4.134968, 1.460225], [-0.342396, -2.930753, 1.412835], [-2.326552, -0.737220, -1.313579], [-2.317849, 0.296258, -2.244022], [-3.141888, 0.243412, -3.360779], [-3.970727, -0.849611, -3.560774], [-3.974185, -1.894541, -2.644723], [-3.155286, -1.837316, -1.528506], [-2.130339, -0.693914, 2.467728], [-3.070457, -1.776977, 1.411237], [-3.301892, -0.018729, 1.344173], [0.107114, -2.166935, -1.849504], [1.300018, -4.322268, -1.777757], [1.471006, -5.583200, 0.345265], [0.416444, -4.678390, 2.394417], [-0.805100, -2.555851, 2.318299], [-1.634573, 1.125795, -2.106412], [-3.123883, 1.050360, -4.082365], [-4.607337, -0.895179, -4.435517], [-4.611837, -2.755074, -2.804178], [-3.149957, -2.661646, -0.823997]],
  "forces_ev_per_a": [[-0.8, 0.4, 0.4], [0.0, 0.0, 0.0], [-0.1, 0.0, 0.3], [0.0, 0.0, 0.1], [0.0, 0.0, 0.1], [0.2, -0.2, 0.3], [0.0, 0.0, 0.1], [0.0, 0.0, 0.0], [0.0, 0.0, 0.0], [0.0, 0.0, 0.0], [0.0, 0.0, 0.0], [0.0, 0.0, 0.0], [0.0, 0.0, 0.0], [0.0, 0.0, 0.0], [0.0, 0.0, 0.0], [0.0, 0.0, 0.0], [0.0, 0.0, 0.0], [0.0, 0.0, 0.0], [0.0, 0.0, 0.0], [0.0, 0.0, 0.0], [0.0, 0.0, 0.0], [0.2, 0.1, -0.2], [0.2, 0.2, -0.1], [0.5, -0.1, -0.9], [-0.1, 0.1, -0.2], [0.2, 0.0, 0.0], [0.0, 0.0, 0.0], [0.0, 0.0, 0.0], [0.0, 0.0, 0.0], [0.0, 0.0, 0.0], [0.0, 0.0, 0.0], [0.0, 0.0, 0.0], [-0.3, -0.3, 0.0], [0.0, 0.0, 0.1], [0.0, 0.0, 0.0], [0.0, 0.0, 0.0], [0.0, 0.0, 0.0], [0.0, 0.0, 0.0], [0.0, 0.0, 0.0], [0.0, 0.0, 0.0], [0.0, 0.1, 0.0], [0.0, 0.0, 0.0], [0.0, 0.0, 0.0], [0.0, 0.0, 0.0], [0.0, 0.0, 0.0], [0.0, 0.0, 0.0], [0.0, 0.0, 0.0], [0.0, 0.0, 0.0], [0.0, 0.0, 0.0], [0.0, 0.0, 0.0], [0.0, 0.0, 0.0], [0.0, 0.0, 0.0], [0.0, 0.0, 0.0], [-0.1, 0.0, 0.0], [0.0, 0.0, 0.0], [0.0, 0.0, 0.0], [0.0, 0.0, 0.0], [0.0, 0.0, 0.0]],
  "multiplicity": 1,
  "gap_ha": 0.2959,
  "homo_energy_ev": -7.9,
  "e_tot_ha": -2206.92029,
  "e_above_lowest_kj_mol": 48.7
}